a:
Below is 2 unconnected molecules or ions with the total composition C4H11NP, with properties calculated with the ωB97M-V functional and the def2-TZVPD basis.

Geometry as ORCA input:
```
! wB97M-V def2-TZVPD RIJCOSX def2/J DEFGRID3
* xyz 1 1
P -0.42827 0.84910 -0.16687
N -2.86638 0.25112 0.27470
C 1.51586 -0.94646 0.20064
C 2.24825 0.45833 0.32829
C 1.19873 1.43570 0.13555
C 0.21331 -0.89423 -0.66166
H 1.21706 2.53281 0.32127
H 1.16527 -1.08738 1.21875
H -3.34794 0.36602 -0.55437
H 0.43084 -0.76756 -1.80628
H 3.17034 0.70394 -0.22568
H -3.04461 -0.81535 0.39155
H -1.14480 1.71477 -0.88724
H -3.24547 0.69612 1.15779
H -0.54071 -1.59774 -0.54548
H 2.47601 0.38588 1.41584
H 2.06025 -1.78872 -0.23817
*
```

HOMO level = -13.481 eV
frontier orbital gap = 8.45 eV

b:
Below is a molecular structure, C4H11NP, with properties calculated with the ωB97M-V functional and the def2-TZVPD basis.

Geometry as ORCA input:
```
! wB97M-V def2-TZVPD RIJCOSX def2/J DEFGRID3
* xyz 1 1
P -2.40724 -0.52348 -0.80063
N -0.43595 0.07805 1.70959
C 1.12114 -0.68425 -0.19182
C 1.69558 1.30258 0.35452
C 1.96021 0.44807 -0.76610
C 0.76479 0.15002 0.79276
H -3.61606 -1.09554 -1.00979
H -0.63365 0.98388 2.18210
H 1.61047 0.88359 -1.65288
H -0.32986 -0.57328 2.53636
H -1.24928 -0.27060 1.22151
H -1.82079 -1.39099 -1.79417
H 1.33972 2.33959 0.28276
H 3.00057 0.16348 -1.00166
H 2.51498 1.56001 0.94301
H -2.73953 0.58839 -1.69869
H 0.86378 -1.67982 -0.54137
*
```

HOMO level = -14.148 eV
frontier orbital gap = 10.81 eV

c:
Below is a gas-phase ion, C4H11NP (charge +1), with properties calculated with the ωB97M-V functional and the def2-TZVPD basis.

Geometry as ORCA input:
```
! wB97M-V def2-TZVPD RIJCOSX def2/J DEFGRID3
* xyz 1 1
P -2.38276 -0.47077 -0.02675
N 0.34427 -0.24005 -0.42324
C 1.78236 -0.61934 -0.07502
C -1.57002 1.19804 -0.27305
C -0.06761 1.08969 0.12308
C -0.66469 -1.27547 -0.00748
H -2.47862 -0.40616 1.34938
H -2.01167 1.96357 0.44625
H -0.37556 -1.62742 0.96186
H 2.31315 -1.40687 -0.70834
H 0.52650 1.96957 -0.32384
H 0.05890 1.08873 1.16575
H 1.98176 -1.09997 0.79526
H 0.46817 0.01156 -1.42141
H -0.41736 -2.06772 -0.69922
H -1.80908 1.39655 -1.35862
H 2.32244 0.23435 -0.26489
*
```

HOMO level = -13.821 eV
frontier orbital gap = 10.54 eV

d:
Below is a molecular structure, C4H11NP, with properties calculated with the ωB97M-V functional and the def2-TZVPD basis.

Geometry as ORCA input:
```
! wB97M-V def2-TZVPD RIJCOSX def2/J DEFGRID3
* xyz 1 1
P -2.38097 -0.52845 -0.23531
N -0.45133 1.87860 -0.07028
C 0.43494 -0.23934 1.17471
C 1.04656 -1.15375 0.11212
C 0.65522 -0.26313 -1.07613
C -0.26184 0.42260 -0.07265
H -2.97568 0.21411 0.67260
H -0.01540 -0.70522 1.90328
H 0.41707 2.41406 0.03434
H 0.08645 -0.69837 -1.89707
H 1.42987 0.22147 -1.47431
H -0.83235 2.09466 0.83221
H 2.17040 -1.32802 0.19484
H -2.05445 -1.54706 0.69073
H -1.03283 2.08714 -0.88606
H 0.51346 -2.13880 0.00827
H 1.10818 0.41038 1.62927
*
```

HOMO level = -13.535 eV
frontier orbital gap = 9.72 eV

Which of them is the most stable? Correct choice: c.

a:
Below is a molecular structure, C4H13NO3, with properties calculated with the ωB97M-V functional and the def2-TZVPD basis.

Geometry as ORCA input:
```
! wB97M-V def2-TZVPD RIJCOSX def2/J DEFGRID3
* xyz 0 1
O 2.58830 1.31536 0.54982
O 1.12799 2.39492 2.15084
O -0.64090 -2.11591 -2.19169
N -0.78644 -0.28797 0.36007
C -1.84066 -1.27147 -1.71955
C 0.67808 -0.72424 0.84259
C -1.77849 -1.13016 -0.22269
C -0.52429 1.03734 -0.20515
H 1.89908 1.90242 1.34643
H 1.12700 0.20333 1.23237
H -0.09709 1.70508 0.57358
H -2.71550 -1.77561 -2.19526
H 1.24054 -1.09453 -0.02252
H -1.59912 -0.23313 -2.09519
H -2.22420 -1.81322 0.43402
H 0.60393 -1.51822 1.62876
H 1.67111 2.54827 2.89325
H 3.45312 1.80269 0.35823
H -1.41362 1.56248 -0.63221
H -0.47576 -2.46157 -1.27816
H 0.22458 0.96409 -1.00667
*
```

HOMO level = -7.637 eV
frontier orbital gap = 4.29 eV

b:
Below is 4 unconnected molecules or ions with the total composition C4H13NO3, with properties calculated with the ωB97M-V functional and the def2-TZVPD basis.

Geometry as ORCA input:
```
! wB97M-V def2-TZVPD RIJCOSX def2/J DEFGRID3
* xyz 0 1
O 0.55376 -0.37636 1.13122
O -0.86811 0.01790 4.04884
O -0.34654 2.48909 1.41789
N 0.22625 0.09972 -1.04151
C 1.55975 0.70811 -1.06140
C -0.04228 -0.67146 0.09978
C -0.18395 -0.43917 -2.32337
C -1.20683 -1.51092 0.08919
H -0.32970 1.56146 1.13578
H -0.43388 -0.50365 3.36269
H -0.36156 0.40250 -2.99735
H -1.31127 -2.13487 0.96384
H 2.30952 -0.04530 -1.31380
H 0.58757 -1.03496 -2.82966
H 0.26339 -2.46014 -0.71754
H -1.00418 0.86912 3.60892
H 0.51245 2.77939 1.08914
H 1.45186 1.51451 -1.78573
H 1.80785 1.14555 -0.10218
H -2.09331 -1.39002 -0.51374
H -1.09081 -1.02051 -2.26102
*
```

HOMO level = -9.886 eV
frontier orbital gap = 8.57 eV

Which of them is the most stable? Correct choice: b.